Entry 1:
17
Properties=species:S:1:pos:R:3:forces:R:3 method="wB97M-V/def2-TZVPD" e_above_lowest_kj_mol=400.03 homo_lumo_gap_ev=9.3222
C 1.675 0.550 -0.464 0.959 3.174 -1.098
C 0.275 -1.446 0.646 0.143 2.352 0.989
C 0.593 1.000 0.451 2.328 0.087 1.256
N -2.586 0.322 -0.432 -0.604 -2.591 -0.696
N -1.332 -0.001 -0.803 3.549 -1.112 1.082
N -0.348 -0.072 0.569 -2.876 -0.545 0.176
H 1.238 0.054 -1.265 -0.416 -1.028 -1.620
H 2.075 1.482 -0.874 0.347 -0.060 -0.367
H 2.530 0.071 -0.092 0.804 -1.155 0.890
H 1.145 -1.544 1.364 -0.835 0.594 -0.959
H -0.459 -2.124 1.005 -0.754 -0.676 -0.067
H 0.556 -1.558 -0.362 0.864 -1.544 -1.027
H 1.182 1.296 1.408 -1.649 -0.733 -0.713
H 0.237 1.966 0.073 -0.864 -0.596 0.158
H -2.958 -0.320 0.274 -0.038 0.983 0.107
H -2.536 1.270 -0.261 -0.823 2.086 1.100
H -1.287 -0.946 -1.238 -0.132 0.764 0.788

---

Entry 2:
17
Properties=species:S:1:pos:R:3:forces:R:3 method="wB97M-V/def2-TZVPD" e_above_lowest_kj_mol=202.89 homo_lumo_gap_ev=9.2300
C -0.456 -1.159 0.526 -0.386 -0.057 -2.316
N -1.596 -0.602 1.233 0.004 0.249 -0.165
N 0.780 -1.372 1.262 0.260 0.555 -0.183
H -1.829 -1.136 2.063 0.060 0.084 -0.027
H 0.641 -1.956 2.084 -0.101 0.059 -0.226
H 1.167 -0.491 1.585 0.029 -0.095 0.019
H -1.423 0.357 1.506 -0.133 0.033 0.219
H -0.763 -2.149 0.179 -0.058 -0.037 0.106
H 0.030 1.298 0.311 1.245 0.889 -0.520
C -0.184 0.634 -2.039 0.508 2.007 -1.495
C 0.885 1.260 -1.488 -0.468 -1.872 -0.131
N 0.830 1.735 -0.206 -1.074 -0.029 1.188
H 1.692 1.728 0.319 -0.139 0.055 -0.103
H 1.878 1.152 -1.908 -0.004 0.191 -0.121
H -1.180 0.987 -1.807 -0.220 -0.467 0.720
H -0.343 -0.582 -0.560 0.190 -1.314 3.155
H -0.128 0.294 -3.061 0.286 -0.252 -0.118